{"formula": "C31H20Br2F5IrN2P", "method": "ωB97M-V/def2-TZVPD", "species": ["Ir", "Br", "Br", "P", "F", "F", "F", "F", "F", "N", "N", "C", "C", "C", "C", "C", "C", "C", "C", "C", "C", "C", "C", "C", "C", "C", "C", "C", "C", "C", "C", "C", "C", "C", "C", "C", "C", "C", "C", "C", "C", "C", "H", "H", "H", "H", "H", "H", "H", "H", "H", "H", "H", "H", "H", "H", "H", "H", "H", "H", "H", "H"], "xyz": [[-0.361483, 1.819785, -1.211628], [-2.797668, 0.238204, -2.564251], [2.779773, 4.076855, 4.502071], [-0.874472, 0.015652, 0.225567], [-2.566271, -4.873662, -2.801301], [-2.093357, 2.940769, -0.778597], [-3.183128, -2.450104, -3.748888], [-1.279911, -5.130596, -0.426590], [-0.658324, -3.003826, 0.997114], [0.367158, 4.011617, -3.266099], [0.695669, 2.733375, 0.515757], [1.510902, -1.440919, 0.622045], [0.078832, 3.186126, -2.489335], [3.198945, -1.974870, -3.330592], [-4.209306, 1.245724, 2.191311], [-2.179428, -1.401152, -1.874044], [-3.163147, 1.134258, 1.281032], [0.606907, -0.515061, 1.132092], [-0.019215, 3.319715, 1.527808], [3.009916, -0.988877, 2.447346], [1.131952, 0.710288, -1.799397], [2.697242, 3.035857, 1.813330], [2.125578, -0.044941, 2.943030], [-3.278953, -0.539742, 3.506241], [-2.178061, 0.170673, 1.486004], [-2.236290, -0.664221, 2.602876], [2.702946, -1.683906, 1.283433], [-2.523968, -2.529878, -2.591352], [-4.268992, 0.413739, 3.297763], [-1.474549, -1.503951, -0.666323], [2.338203, -2.482431, -4.309334], [-1.225997, -2.785308, -0.192277], [1.936973, 3.554792, 2.878710], [-2.206109, -3.788935, -2.117249], [0.551164, 3.723744, 2.704019], [1.538664, -0.302674, -2.659787], [0.924460, 0.193614, 2.288133], [2.051557, 2.642125, 0.675810], [0.696589, -0.820063, -3.694963], [2.824261, -0.917232, -2.532510], [1.089104, -1.881578, -4.482790], [-1.563203, -3.919100, -0.906653], [0.416813, 4.922327, -3.662155], [-4.970493, 2.000037, 2.035625], [2.588087, 2.186784, -0.146995], [3.400002, -2.405147, 0.875173], [-0.263430, -0.344071, -3.858023], [-5.081155, 0.511787, 4.008092], [-1.079695, 3.436848, 1.339209], [4.178004, -2.421794, -3.194954], [-1.458861, -1.397464, 2.774543], [3.493360, -0.540706, -1.767713], [2.640072, -3.316120, -4.930049], [-0.064392, 4.165574, 3.476174], [0.419813, -2.247330, -5.254120], [2.374830, 0.539457, 3.819962], [3.770059, 2.920595, 1.889794], [-3.315578, -1.182704, 4.376838], [-3.079428, 1.810934, 0.432594], [1.304001, -1.963498, -0.302850], [0.262957, 0.969597, 2.656937], [3.950071, -1.168990, 2.954385]], "atomic_forces_ev_per_a": [[-0.1, 0.2, -0.1], [-0.1, 0.0, 0.1], [0.0, 0.0, 0.0], [0.0, -0.2, -0.2], [0.0, -0.1, -0.1], [0.0, 0.0, 0.1], [0.0, 0.0, 0.0], [0.0, 0.0, 0.0], [-0.1, 0.0, 0.1], [-0.1, 0.0, 0.0], [-0.2, -0.1, -0.3], [0.1, 0.1, 0.0], [0.1, -0.1, -0.1], [0.0, 0.0, 0.0], [0.0, 0.0, 0.0], [0.0, 0.0, 0.0], [0.0, 0.0, 0.0], [0.0, 0.2, 0.1], [-0.2, 0.2, 0.3], [0.0, 0.0, 0.0], [0.1, -0.1, 0.2], [0.0, -0.1, -0.4], [0.0, 0.0, 0.0], [0.0, 0.0, 0.0], [0.0, 0.1, 0.0], [0.0, 0.0, 0.0], [0.0, 0.0, 0.0], [0.0, -0.1, 0.0], [0.0, 0.0, 0.0], [0.1, 0.2, 0.1], [0.0, 0.0, 0.0], [0.0, 0.0, -0.1], [0.2, 0.1, 0.4], [-0.1, 0.0, 0.0], [-0.3, 0.0, -0.2], [0.0, 0.0, -0.1], [0.0, -0.1, 0.0], [0.4, 0.0, 0.1], [0.0, 0.0, 0.0], [0.0, 0.0, 0.0], [0.0, 0.0, 0.0], [0.0, 0.0, -0.1], [0.1, 0.0, 0.0], [0.0, 0.0, 0.0], [0.0, 0.0, 0.0], [0.0, 0.0, 0.0], [0.0, 0.0, 0.0], [0.0, 0.0, 0.0], [0.0, 0.0, 0.0], [0.0, 0.0, 0.0], [0.0, 0.0, 0.0], [0.0, 0.0, 0.0], [0.0, 0.0, 0.0], [0.0, 0.0, 0.0], [0.0, 0.0, 0.0], [0.0, 0.0, 0.0], [0.0, 0.0, 0.0], [0.0, 0.0, 0.0], [0.0, 0.0, 0.0], [0.0, 0.0, 0.0], [0.0, -0.1, 0.0], [0.0, 0.0, 0.0]], "s_squared": 6.065, "multiplicity": 5, "e_above_lowest_kcal_mol": 0.0, "gap_ev": [3.83, 7.73], "charge": -1}